#a
19
Properties=species:S:1:pos:R:3:lowdin_charge:R:1 method="wB97M-V/def2-TZVPD" homo_ev=-11.35 spin_multiplicity=1 smiles=CCC.CC
C 2.0375 -0.7108 -0.1320 -0.130
C 1.6867 0.7724 -0.1590 -0.335
C 2.8329 1.6665 -0.5330 -0.139
H 2.7789 -1.0132 0.6110 0.069
H 1.1686 -1.3486 -0.0125 0.055
H 2.4963 -0.9579 -1.0927 0.071
H 0.9333 0.8108 -0.9544 0.098
H 1.1626 1.0751 0.7497 0.099
H 3.7318 1.4958 0.0723 0.073
H 3.1237 1.5727 -1.5814 0.072
H 2.6758 2.7402 -0.3896 0.067
C -2.8650 -1.5315 0.5204 -0.154
C -3.5327 -0.1294 0.2898 -0.156
H -3.3712 -2.2613 -0.0966 0.055
H -1.7911 -1.4560 0.4059 0.039
H -2.9512 -1.7654 1.5863 0.057
H -4.1811 0.0785 1.1315 0.054
H -2.7548 0.6411 0.3224 0.052
H -3.9279 -0.1013 -0.7169 0.053

---

#b
19
Properties=species:S:1:pos:R:3:lowdin_charge:R:1 method="wB97M-V/def2-TZVPD" homo_ev=-10.82 spin_multiplicity=1 smiles=CCC.CC
C -1.3980 -1.1597 -2.6921 -0.186
C -0.8609 -0.4793 -1.4422 -0.295
C 0.6428 -1.0355 -1.2800 -0.124
H -2.4086 -0.9832 -2.9613 0.041
H -0.7790 -0.9213 -3.5853 0.076
H -1.2857 -2.2825 -2.7119 0.083
H -1.6652 -0.5311 -0.5202 0.135
H -0.7245 0.7068 -1.5903 0.127
H 1.0726 -0.5006 -0.5340 0.000
H 1.2669 -0.7373 -2.1023 0.053
H 0.8744 -2.1272 -1.4182 0.089
C 0.2387 0.7049 2.9024 -0.202
C 1.0470 1.7858 2.2862 -0.213
H 0.8950 0.0353 3.5439 0.076
H -0.5643 1.1296 3.6034 0.092
H -0.0318 -0.1133 2.2341 0.049
H 1.8992 1.4195 1.8311 0.023
H 0.4042 2.4194 1.5300 0.098
H 1.3772 2.6697 2.9068 0.077

---

Stability verdict: #a, ahead by 0.0531 hartree

---

#a
19
Properties=species:S:1:pos:R:3:lowdin_charge:R:1 method="wB97M-V/def2-TZVPD" homo_ev=-11.17 spin_multiplicity=1 smiles=CCC.CC
C 1.2122 0.8108 -0.0997 -0.120
C 0.6430 2.2406 -0.1815 -0.318
C -0.8809 2.2940 -0.4330 -0.109
H 2.2455 0.8702 0.2336 0.074
H 0.3778 0.2590 0.3312 0.035
H 1.3026 0.4676 -1.1405 0.075
H 1.1840 2.7908 -0.9499 0.090
H 0.8613 2.7129 0.7838 0.093
H -1.0904 3.0130 -1.2182 0.064
H -1.4435 2.5237 0.4735 0.067
H -1.2296 1.2829 -0.6610 0.054
C -1.0060 -2.0150 0.7174 -0.163
C 0.0931 -2.8104 -0.0286 -0.167
H -1.3737 -1.3122 -0.0264 0.052
H -1.6054 -2.7316 1.2680 0.061
H -0.5197 -1.3799 1.4621 0.052
H 0.8843 -2.1020 -0.2733 0.043
H -0.2032 -3.3752 -0.9036 0.057
H 0.5486 -3.5393 0.6464 0.059

---

#b
19
Properties=species:S:1:pos:R:3:lowdin_charge:R:1 method="wB97M-V/def2-TZVPD" homo_ev=-11.37 spin_multiplicity=1 smiles=CCC.CC
C -0.8385 2.7143 0.5691 -0.118
C 0.1024 1.5080 0.3365 -0.309
C 0.5157 0.8485 1.6661 -0.123
H -0.7844 3.0507 1.6030 0.062
H -1.8761 2.4448 0.3814 0.064
H -0.5314 3.5219 -0.0920 0.062
H -0.3919 0.8024 -0.3300 0.079
H 1.0041 1.8519 -0.1720 0.094
H 1.2053 1.5333 2.1630 0.070
H -0.3625 0.6209 2.2607 0.072
H 1.1609 -0.0081 1.4677 0.047
C -0.0980 -2.1569 -1.9765 -0.158
C 0.2900 -2.4322 -0.5172 -0.176
H -0.8624 -2.8811 -2.2287 0.061
H -0.3603 -1.1268 -2.1908 0.049
H 0.7646 -2.4150 -2.5932 0.060
H 0.6474 -3.4703 -0.5266 0.061
H 0.9907 -1.8257 0.0412 0.040
H -0.5756 -2.5805 0.1381 0.062

---

Stability verdict: #b, ahead by 0.0136 hartree

---

#a
19
Properties=species:S:1:pos:R:3:lowdin_charge:R:1 method="wB97M-V/def2-TZVPD" homo_ev=-11.18 spin_multiplicity=1 smiles=CCC.CC
C 1.0839 1.5656 -1.9075 -0.152
C 0.1958 0.3764 -2.0106 -0.309
C 0.8652 -0.7887 -1.2492 -0.123
H 2.1010 1.3783 -2.2596 0.071
H 1.2595 2.0130 -0.9180 0.076
H 0.7448 2.4512 -2.4522 0.066
H -0.8151 0.4798 -1.5848 0.099
H -0.0607 0.0396 -3.0243 0.101
H 0.6837 -1.7727 -1.6911 0.065
H 1.9466 -0.6650 -1.2615 0.061
H 0.6197 -0.9905 -0.2054 0.048
C -0.6165 0.0219 2.5869 -0.181
C -1.5633 -1.0450 2.0862 -0.182
H 0.3783 -0.2807 2.8982 0.059
H -0.1745 0.7121 1.8419 0.057
H -1.1765 0.6574 3.2730 0.064
H -1.0845 -1.9228 1.6216 0.060
H -2.0999 -1.5872 2.8697 0.060
H -2.2875 -0.6428 1.3866 0.060

---

#b
19
Properties=species:S:1:pos:R:3:lowdin_charge:R:1 method="wB97M-V/def2-TZVPD" homo_ev=-11.13 spin_multiplicity=1 smiles=CCC.CC
C -2.4605 1.4129 -1.1758 -0.132
C -1.2284 1.6366 -0.2267 -0.277
C 0.0169 0.9878 -0.9381 -0.122
H -2.6692 2.4380 -1.7049 0.095
H -3.4044 1.2817 -0.6552 0.051
H -2.1550 0.7090 -1.9438 0.046
H -0.9027 2.6969 -0.1269 0.098
H -1.5237 1.1155 0.6944 0.088
H -0.2214 0.9523 -2.0157 0.067
H 0.9263 1.5647 -0.8827 0.055
H 0.3370 0.0504 -0.5138 0.033
C 1.0959 -2.3482 1.2851 -0.183
C 2.1947 -1.3767 1.0049 -0.199
H 1.3164 -2.7744 2.2913 0.073
H 0.1373 -1.9195 1.5249 0.053
H 1.0307 -3.2034 0.6357 0.060
H 1.9618 -0.3409 1.2801 0.059
H 2.4329 -1.2665 -0.0781 0.071
H 3.1154 -1.6162 1.5453 0.063

---

#c
19
Properties=species:S:1:pos:R:3:lowdin_charge:R:1 method="wB97M-V/def2-TZVPD" homo_ev=-11.06 spin_multiplicity=1 smiles=CCC.CC
C -2.3598 -1.7013 -0.4849 -0.122
C -1.0452 -1.1256 0.0364 -0.306
C 0.1400 -2.0911 -0.1249 -0.115
H -2.2111 -2.6021 -1.0866 0.061
H -3.0588 -1.9830 0.3012 0.065
H -2.8967 -1.0199 -1.1569 0.068
H -1.2394 -0.9512 1.1044 0.095
H -0.7868 -0.1375 -0.2966 0.070
H 1.1328 -1.6686 -0.2658 0.058
H -0.1062 -2.8110 -0.9019 0.056
H 0.2397 -2.7269 0.7682 0.071
C 1.6978 2.0578 -0.4155 -0.178
C 1.3453 2.6662 0.9259 -0.176
H 0.8221 1.7158 -0.9713 0.053
H 2.2050 2.8070 -1.0170 0.060
H 2.3065 1.1661 -0.2838 0.058
H 2.2183 3.0648 1.4519 0.063
H 0.9791 1.8843 1.6028 0.061
H 0.6174 3.4561 0.8144 0.058

---

Stability verdict: #c, ahead by 0.0122 hartree

---

#a
19
Properties=species:S:1:pos:R:3:lowdin_charge:R:1 method="wB97M-V/def2-TZVPD" homo_ev=-10.52 spin_multiplicity=1 smiles=CCC.CC
C 1.8199 1.4817 -1.5161 -0.197
C 0.4836 1.0408 -1.3114 -0.350
C 0.3967 -0.5703 -1.3060 -0.103
H 2.2759 1.2887 -2.4399 0.044
H 2.5924 0.7923 -0.8640 0.128
H 1.8825 2.5420 -1.0386 0.106
H 0.1676 1.3657 -0.2839 0.108
H -0.2048 1.3281 -2.2044 0.135
H 0.9409 -0.8043 -2.1493 0.037
H 0.8276 -0.8962 -0.3908 0.065
H -0.5827 -0.7038 -1.6436 0.047
C -1.1724 -0.5911 2.6493 -0.167
C -1.4968 -1.2462 1.3559 -0.205
H -1.8775 0.3667 2.7426 0.103
H -1.2537 -1.3055 3.5652 0.099
H -0.2323 -0.0695 2.5614 0.041
H -1.0157 -2.0846 1.1859 0.005
H -1.1967 -0.7703 0.4914 0.001
H -2.5097 -1.7383 1.2376 0.104

---

#b
19
Properties=species:S:1:pos:R:3:lowdin_charge:R:1 method="wB97M-V/def2-TZVPD" homo_ev=-10.83 spin_multiplicity=1 smiles=CCC.CC
C 2.0761 1.9939 -0.9415 -0.169
C 1.1572 0.8839 -0.8884 -0.379
C -0.3140 1.1773 -0.9687 -0.123
H 2.4624 2.2486 -2.0258 0.101
H 2.9748 1.7374 -0.2940 0.081
H 1.7285 3.0846 -0.6183 0.111
H 1.2696 0.0561 -1.6878 0.140
H 1.3635 0.3550 -0.0004 0.069
H -0.7496 1.3423 -0.0788 0.034
H -0.4722 2.0139 -1.5822 0.060
H -0.8241 0.4684 -1.5606 0.063
C -0.7666 -1.5774 1.4563 -0.144
C -2.0779 -2.4002 1.2684 -0.121
H 0.0719 -2.3004 1.7007 0.081
H -0.4289 -1.0009 0.5846 0.028
H -0.7642 -0.7750 2.1565 0.048
H -2.7703 -1.6763 1.4553 0.028
H -2.1092 -3.2024 2.0200 0.078
H -2.2006 -2.8160 0.3741 0.014

---

Stability verdict: #b, ahead by 0.0293 hartree

---

#a
19
Properties=species:S:1:pos:R:3:lowdin_charge:R:1 method="wB97M-V/def2-TZVPD" homo_ev=-11.40 spin_multiplicity=1 smiles=CCC.CC
C 0.6275 -2.6553 -0.4601 -0.117
C 1.3008 -1.6380 0.4809 -0.305
C 1.7967 -0.3882 -0.2573 -0.126
H 0.7136 -2.3728 -1.5108 0.064
H 1.1542 -3.6074 -0.4129 0.062
H -0.4258 -2.7830 -0.2150 0.064
H 2.1621 -2.1270 0.8437 0.074
H 0.6252 -1.3597 1.2762 0.091
H 0.9675 -0.0149 -0.8323 0.056
H 2.7343 -0.5698 -0.7891 0.071
H 2.1837 0.3629 0.4458 0.068
C -1.3717 2.8041 -0.1366 -0.167
C -2.2178 1.6732 0.4227 -0.186
H -0.4042 2.4680 -0.5187 0.052
H -1.9319 3.2173 -0.9716 0.062
H -1.1363 3.5108 0.6567 0.063
H -1.7942 1.1872 1.3143 0.059
H -2.3709 0.8496 -0.2672 0.057
H -3.1639 2.0442 0.8167 0.060

---

#b
19
Properties=species:S:1:pos:R:3:lowdin_charge:R:1 method="wB97M-V/def2-TZVPD" homo_ev=-11.06 spin_multiplicity=1 smiles=CCC.CC
C -0.1809 -1.0816 -0.5743 -0.162
C 0.0422 -2.4675 -0.1292 -0.332
C -0.2219 -2.4978 1.4236 -0.109
H 0.3455 -0.1960 -0.2041 0.052
H 0.0622 -0.8950 -1.7162 0.112
H -1.2278 -0.8970 -0.5876 0.057
H -0.3946 -3.2838 -0.6723 0.086
H 1.0637 -2.9089 -0.2826 0.108
H -1.2005 -2.1020 1.6859 0.063
H -0.1221 -3.5892 1.8402 0.104
H 0.5364 -1.9005 1.7759 0.025
C -0.5631 2.8741 -0.0543 -0.149
C 0.8731 2.9098 -0.6047 -0.184
H -0.3356 3.3797 0.9941 0.103
H -1.1418 3.5852 -0.6175 0.051
H -0.8031 1.8258 0.0303 0.035
H 1.5021 3.7121 -0.3648 0.045
H 0.7323 2.9073 -1.6995 0.068
H 1.2875 1.9406 -0.5483 0.028

---

#c
19
Properties=species:S:1:pos:R:3:lowdin_charge:R:1 method="wB97M-V/def2-TZVPD" homo_ev=-11.18 spin_multiplicity=1 smiles=CCC.CC
C -2.3526 0.1469 0.1512 -0.124
C -1.7347 -0.7665 1.1860 -0.323
C -0.3001 -0.5008 1.6033 -0.114
H -1.8294 0.1324 -0.8091 0.063
H -3.3876 -0.0940 -0.0340 0.063
H -2.2619 1.1898 0.4141 0.066
H -2.3458 -0.7063 2.0767 0.092
H -1.8642 -1.8160 0.9151 0.101
H -0.0453 0.2455 2.3570 0.076
H 0.0252 -1.4242 2.0985 0.070
H 0.3860 -0.4898 0.7556 0.029
C 2.2148 -0.1851 -1.0008 -0.168
C 1.7895 1.1222 -1.6571 -0.176
H 2.3781 -0.0633 0.0636 0.059
H 1.4196 -0.9044 -1.2134 0.059
H 3.0364 -0.6089 -1.5591 0.058
H 0.7141 1.2582 -1.7034 0.045
H 2.1789 1.4624 -2.6176 0.062
H 1.9790 2.0020 -1.0266 0.061

---

Stability verdict: #a, ahead by 0.0070 hartree